Molecular formula: C5H7NO
Method: DFT, ωB97M-V with the def2-TZVPD basis set

The geometry in XYZ format:
```
14
Properties=species:S:1:pos:R:3:mulliken_charge:R:1
N 1.47 -2.02 0.50 -0.76
C 0.49 -1.23 0.44 0.87
O 1.26 0.97 -1.10 -0.52
C 0.18 1.60 -0.46 -0.62
C -0.77 0.62 0.22 0.40
C -0.78 -0.82 -0.17 -0.85
C -0.33 -0.36 1.25 -0.67
H 1.55 -2.56 -0.36 0.23
H -0.40 2.22 -1.16 0.31
H 0.62 2.28 0.29 0.31
H -1.76 1.04 0.42 0.41
H 0.89 0.28 -1.65 0.32
H -1.64 -1.43 -0.44 0.26
H -0.80 -0.57 2.20 0.32
```

Computed properties:
* lowest unoccupied orbital energy: 0.88 eV
* 2S+1: 1
* F_max: 0.38 eV/A
* HOMO-LUMO gap: 10.308 eV
* relative energy (zero: lowest compared OMol25 entry of this formula, charge and spin): 309.98 kJ/mol
* SMILES string: [H]/N=C1\[C@@H]2[C@H](CO)[C@H]12
* HOMO level: -0.3464 Eh


Molecular formula: C5H7NO
Method: DFT, ωB97M-V with the def2-TZVPD basis set

The geometry in XYZ format:
```
14
Properties=species:S:1:pos:R:3:mulliken_charge:R:1
C 2.45 0.27 1.05 -0.66
N 1.26 1.02 0.69 -0.43
C 0.28 0.29 0.32 0.09
O -0.81 -1.83 -1.26 -0.50
C -1.82 -1.16 -1.25 0.08
C -2.02 0.12 -0.53 -0.40
C -1.04 0.85 0.03 -0.23
H 3.30 0.58 0.43 0.23
H 2.71 0.50 2.08 0.24
H 2.32 -0.82 0.94 0.31
H -2.69 -1.46 -1.87 0.31
H 0.35 -0.79 0.28 0.26
H -3.03 0.52 -0.59 0.33
H -1.21 1.88 0.33 0.35
```

Computed properties:
* lowest unoccupied orbital energy: -0.58 eV
* 2S+1: 1
* F_max: 0.52 eV/A
* HOMO-LUMO gap: 9.168 eV
* relative energy (zero: lowest compared OMol25 entry of this formula, charge and spin): 178.15 kJ/mol
* SMILES string: C/N=C/C=C\C=O
* HOMO level: -0.3583 Eh


Molecular formula: C5H7NO
Method: DFT, ωB97M-V with the def2-TZVPD basis set

The geometry in XYZ format:
```
14
Properties=species:S:1:pos:R:3:mulliken_charge:R:1
C -0.15 1.96 0.81 -0.21
C 0.61 -1.99 -0.31 -1.23
C 0.40 -0.62 0.13 0.43
C 0.61 0.40 0.85 -0.36
O -1.12 2.10 -0.06 -0.65
C -1.20 -0.08 -1.36 0.27
N -1.57 -0.84 -2.15 -0.47
H -1.24 1.06 -0.80 0.21
H -0.45 2.01 1.86 0.29
H 0.75 2.56 0.61 0.28
H 1.35 0.46 1.63 0.39
H -0.31 -2.58 -0.21 0.34
H 1.39 -2.42 0.34 0.36
H 0.93 -2.04 -1.35 0.34
```

Computed properties:
* lowest unoccupied orbital energy: -1.34 eV
* 2S+1: 1
* F_max: 1.38 eV/A
* HOMO-LUMO gap: 8.571 eV
* relative energy (zero: lowest compared OMol25 entry of this formula, charge and spin): 510.26 kJ/mol
* HOMO level: -0.3644 Eh